{
  "formula": "C5H11NO2",
  "method": "wB97M-V/def2-TZVPD",
  "elements": ["C", "C", "C", "C", "O", "N", "C", "O", "H", "H", "H", "H", "H", "H", "H", "H", "H", "H", "H"],
  "coordinates": [[-1.96636, 1.45648, -0.83020], [-0.76502, 0.55225, -1.15053], [0.06911, 0.35450, 0.13927], [-0.91453, -0.37154, 1.15708], [-1.52176, 0.18631, 2.01750], [1.10556, -0.56617, -0.32722], [2.27484, -0.82500, 0.47308], [2.06844, -2.17032, 0.99429], [-1.71838, 2.04383, 0.06106], [-2.91898, 1.09439, -0.47563], [-2.23763, 2.15002, -1.67744], [-0.21381, 1.29266, -1.73796], [-1.06506, -0.35496, -1.67560], [0.58388, 1.25994, 0.45208], [-0.88621, -1.50230, 1.03898], [0.98112, -1.06208, -1.19072], [3.21287, -1.03508, -0.08052], [2.61580, -0.15516, 1.27882], [1.29611, -2.34778, 1.53365]],
  "mulliken_charge": [-1.268, -0.523, 0.123, -0.170, -0.462, -0.213, -0.334, -0.545, 0.368, 0.369, 0.304, 0.296, 0.371, 0.359, 0.312, 0.204, 0.240, 0.282, 0.288],
  "e_lumo_ev": 0.9,
  "charge": 0,
  "fmax_ev_per_a": 3.45,
  "e_tot_ev": -10946.4660,
  "smiles": "CC[C@@H](C=O)NCO",
  "gap_ev": 9.6481
}